Version 1
Formula: C4H11N2
Source: OMol25
Level of theory: ωB97M-V/def2-TZVPD

HOMO (spin up / spin down)	-20.462 / -19.413	eV
LUMO energy (spin up / spin down)	-8.5 / -14.2	eV

```
! RIJCOSX wB97M-V def2-TZVPD def2/J DEFGRID3
* xyz 2 2
H -3.30985 -1.17152 -0.66903
N 0.08014 -1.12925 -1.03443
N 1.13445 0.74468 0.49406
H 2.49847 1.20524 1.96513
H 3.00387 -0.10259 0.75956
H 0.59326 -1.12191 -1.92350
H 0.56691 -0.37316 -0.39521
H -0.59892 1.87553 0.21390
C -2.29569 -1.52280 -0.67144
H -1.46552 0.16046 -1.75039
C 2.24414 0.61895 1.07934
H 0.74856 2.76872 1.00514
C 0.21568 1.79202 0.95914
H -0.18667 1.56491 1.95843
H -2.09716 -2.43637 -0.13321
C -1.33900 -0.76516 -1.22396
H 0.20733 -2.10776 -0.63354
*
```

=====

Version 2
Formula: C4H11N2
Source: OMol25
Level of theory: ωB97M-V/def2-TZVPD

HOMO (spin up / spin down)	-20.931 / -20.928	eV
LUMO energy (spin up / spin down)	-9.4 / -13.4	eV

```
! RIJCOSX wB97M-V def2-TZVPD def2/J DEFGRID3
* xyz 2 2
H 1.33396 -2.12857 1.71249
H 2.77478 1.23533 1.08917
H -1.52735 2.12704 -1.71017
N 1.13222 -0.08113 1.41648
H -2.74520 -1.48648 -1.07685
H -1.24244 -1.48469 -2.09964
H 2.74642 -1.12893 0.92058
C 1.71522 1.22574 0.99405
H -1.27786 -1.69257 -0.28899
H 0.10066 -0.11621 1.38949
C -1.38347 1.01889 -1.78228
C -1.73096 -1.18420 -1.13325
N -1.70509 0.28067 -0.77547
H 1.21873 1.99554 1.59066
C 1.77829 -1.19435 1.37802
H 1.30021 1.46496 -0.00049
H -0.94629 0.62130 -2.75261
*
```

=====

Stability ranking, top entry: version 1; the second entry is 0.0085 hartree less favorable.

=====

Version 1
Formula: C3H13N4
Source: OMol25
Level of theory: ωB97M-V/def2-TZVPD

HOMO	-13.106	eV
SMILES string	CNNN(C)C[NH3+]
LUMO energy	-3.2	eV

```
! RIJCOSX wB97M-V def2-TZVPD def2/J DEFGRID3
* xyz 1 1
H -0.85878 -0.55332 -2.65104
H -1.70425 -0.98172 -1.27813
H -0.51314 -2.05357 -2.11807
C 0.23495 2.43180 0.91675
H 1.27830 2.33086 0.77416
H -0.23726 3.32008 0.67647
C 0.35339 -1.42944 0.31326
C -0.71796 -1.05474 -1.75387
H -0.82332 -2.04936 2.13805
N 0.36457 -0.66014 -0.83752
H -1.87963 -1.55248 0.88947
H 1.02475 1.05815 -1.37776
H -1.10326 -0.42350 1.80301
H 1.05327 -0.93396 1.07767
H -1.16446 1.42696 -0.25456
N -0.37296 1.22702 0.33013
N 0.70037 0.68467 -0.55950
N -1.01301 -1.35337 1.40740
H 0.52301 -2.59453 0.21314
H 0.09122 2.25875 2.05047
*
```

=====

Version 2
Formula: C3H13N4
Source: OMol25
Level of theory: ωB97M-V/def2-TZVPD

HOMO	-12.570	eV
LUMO energy	-3.0	eV

```
! RIJCOSX wB97M-V def2-TZVPD def2/J DEFGRID3
* xyz 1 1
H -2.15831 1.74456 0.98850
H -0.36734 1.80428 -0.06831
H 1.15709 1.69072 0.91092
H -1.97618 -1.77475 1.19863
C 1.44927 -0.64441 1.08317
H 1.10788 -0.19490 1.99124
N -1.72606 1.18256 0.11028
H -2.43723 -1.55755 -0.27489
C 0.68880 -0.74087 -1.25694
H -2.19317 1.09567 -0.76112
N -1.17010 -0.00659 0.56471
H 1.29870 -1.65579 1.01498
N -1.72796 -1.22567 0.35141
H 2.52530 -0.47026 1.04141
N 0.74372 1.42367 0.03049
H 0.27448 -0.37376 -2.17977
H 1.29474 1.97291 -0.60130
C 0.61421 0.03303 0.01789
H 0.09687 -1.58676 -1.12258
H 1.78029 -1.05976 -1.39207
*
```

=====

Stability ranking, top entry: version 1; the second entry is 0.0061 hartree less favorable.

=====

Version 1
Formula: CH2ClNOS2
Source: OMol25
Level of theory: ωB97M-V/def2-TZVPD

HOMO	-9.751	eV
SMILES string	O=C(Cl)N(S)S
LUMO energy	-0.5	eV

```
! RIJCOSX wB97M-V def2-TZVPD def2/J DEFGRID3
* xyz 0 1
H 1.77404 1.09657 -0.79260
S 1.70278 0.87976 0.50142
H 0.43304 -2.09423 -0.78179
Cl -2.56822 -0.55455 -0.22741
S 0.46630 -1.72557 0.40616
C -0.90541 0.65665 0.31033
N 0.21226 -0.04023 0.25129
O -1.11479 1.78160 0.33262
*
```

=====

Version 2
Formula: CH2ClNOS2
Source: OMol25
Level of theory: ωB97M-V/def2-TZVPD

HOMO	-9.460	eV
LUMO energy	-1.2	eV

```
! RIJCOSX wB97M-V def2-TZVPD def2/J DEFGRID3
* xyz 0 1
C -0.94066 -0.00346 -0.82944
H -0.13957 0.54222 -1.33507
H 0.42943 1.84867 0.84880
S -0.24490 -0.73485 0.64440
S -0.40151 1.39986 1.67756
Cl 2.26041 -2.15207 0.28956
O -2.03262 -0.01984 -1.21958
N 1.06942 -0.88052 -0.07623
*
```

=====

Version 3
Formula: CH2ClNOS2
Source: OMol25
Level of theory: ωB97M-V/def2-TZVPD

HOMO (spin up / spin down)	-8.495 / -8.494	eV
LUMO energy (spin up / spin down)	-0.9 / -0.9	eV

```
! RIJCOSX wB97M-V def2-TZVPD def2/J DEFGRID3
* xyz 0 1
O -1.89774 1.59111 -0.25258
S 2.58188 -0.04499 0.22346
H 3.09774 0.66132 -0.81978
N 1.37172 -0.80958 -0.67347
S -0.13454 -0.91678 -0.11786
C -1.80591 0.45381 -0.06916
Cl -3.20747 -0.52984 0.46894
H -0.00568 -0.40506 1.24044
*
```

=====

Stability ranking, top entry: version 1; the second entry is 0.0590 hartree less favorable.

=====

Version 1
Formula: C3H7NS2
Source: OMol25
Level of theory: ωB97M-V/def2-TZVPD

HOMO	-8.976	eV
SMILES string	C[C@H](N)C(=S)S
LUMO energy	-0.4	eV

```
! RIJCOSX wB97M-V def2-TZVPD def2/J DEFGRID3
* xyz 0 1
H 2.34059 -1.92661 0.74075
H 2.04032 -0.44945 1.57439
C 1.51586 -1.24139 0.99559
H 0.60509 -1.39838 -0.98827
S -1.76407 -0.92521 -0.24557
N 1.94967 0.20779 -1.01907
H 2.54292 0.60683 -0.26540
C 0.94966 -0.63070 -0.31615
H -2.53711 -0.19226 0.55297
S -0.34669 1.73187 0.34012
C -0.30198 0.16401 -0.05471
H 1.40756 0.96395 -1.43323
H 0.74382 -1.71672 1.69099
*
```

=====

Version 2
Formula: C3H7NS2
Source: OMol25
Level of theory: ωB97M-V/def2-TZVPD

HOMO	-8.333	eV
LUMO energy	0.7	eV

```
! RIJCOSX wB97M-V def2-TZVPD def2/J DEFGRID3
* xyz 0 1
C 2.27549 -0.67840 -0.02019
S -3.62086 -0.74537 0.09365
H -2.60200 -1.53768 -0.48709
C 1.07669 0.34338 0.16659
H 1.07962 0.72260 1.26111
H -1.47571 1.99650 -0.19990
H 1.06848 1.18817 -0.50234
C -1.79351 0.85699 -0.00111
H 2.15104 -1.13219 -0.99943
H 3.21826 -0.03922 -0.16740
S -0.56074 -0.37219 0.03781
N -3.07162 0.78299 -0.01869
H 2.25486 -1.38557 0.83700
*
```

=====

Version 3
Formula: C3H7NS2
Source: OMol25
Level of theory: ωB97M-V/def2-TZVPD

HOMO (spin up / spin down)	-7.353 / -7.595	eV
LUMO energy (spin up / spin down)	-0.3 / 0.7	eV

```
! RIJCOSX wB97M-V def2-TZVPD def2/J DEFGRID3
* xyz 0 1
C -1.26655 -0.00922 0.11798
H -0.53646 -2.05587 -0.20782
S 2.91819 -0.84399 0.01244
S 1.15345 1.39522 -0.18559
N 1.43785 -0.13823 0.33874
C -0.51906 -1.07346 -0.66675
H -0.09514 -1.00013 -1.74230
H -1.04761 1.99643 -0.76956
H -2.33382 0.05241 -0.23589
H -0.99286 2.01985 0.86237
C -0.62535 1.37126 0.00436
H 3.13944 -1.22495 1.33136
H -1.23208 -0.48932 1.14064
*
```

=====

Stability ranking, top entry: version 1; the second entry is 0.0459 hartree less favorable.

=====

Version 1
Formula: C4H6O3S
Source: OMol25
Level of theory: ωB97M-V/def2-TZVPD

HOMO (spin up / spin down)	-9.282 / -9.283	eV
LUMO energy (spin up / spin down)	0.2 / 0.2	eV

```
! RIJCOSX wB97M-V def2-TZVPD def2/J DEFGRID3
* xyz 0 1
C -0.89002 -1.78555 0.29248
H 2.71499 1.45309 0.53719
H 3.00101 0.52353 -0.80870
H 0.01669 -1.90024 -0.17325
H 2.04774 1.93484 -0.96000
C -1.49057 -0.40861 0.21298
C 0.12620 1.04403 0.23539
C 2.39388 1.16335 -0.36696
O -3.97166 -0.68384 -0.25944
O 1.17466 0.42243 -0.12164
H -1.60582 -2.39171 -0.24872
S -2.87099 0.34579 -0.03749
O -0.04380 2.21579 0.41101
H -0.60232 -1.93290 1.28715
*
```

=====

Version 2
Formula: C4H6O3S
Source: OMol25
Level of theory: ωB97M-V/def2-TZVPD

HOMO	-8.939	eV
SMILES string	OC[C@@H]1O[C@H]1C(O)=S
LUMO energy	0.3	eV

```
! RIJCOSX wB97M-V def2-TZVPD def2/J DEFGRID3
* xyz 0 1
C -1.00625 -0.54505 -0.15302
H -3.82960 0.83743 -0.79740
C -0.07235 0.11990 0.68158
H -0.53696 0.65502 1.51540
H -2.74412 -0.37747 1.05326
C 1.26068 0.45651 0.08967
H -0.57318 -0.82414 -1.13024
O 1.49284 1.76474 0.25529
C -2.50941 -0.37876 -0.03968
S 2.35826 -0.59789 -0.51014
H -2.96483 -1.30896 -0.52037
O -0.37082 -1.23449 0.88208
O -2.85279 0.78666 -0.65174
H 0.72672 2.13347 0.68532
*
```

=====

Stability ranking, top entry: version 2; the second entry is 0.0774 hartree less favorable.

=====

Version 1
Formula: C10H16O
Source: OMol25
Level of theory: ωB97M-V/def2-TZVPD

HOMO (spin up / spin down)	-13.950 / -14.356	eV
LUMO energy (spin up / spin down)	-4.2 / -7.4	eV

```
! RIJCOSX wB97M-V def2-TZVPD def2/J DEFGRID3
* xyz 1 2
H 2.59907 0.68388 0.32351
C 0.65682 1.01471 -0.36459
C 1.70769 1.36716 0.62478
O -2.03390 -1.51388 -2.22129
C -1.66373 0.26754 -0.61163
C -1.32200 -0.49178 -1.81542
C 2.02611 2.88635 0.68482
H 2.92761 3.17818 0.38283
C 1.03158 0.45997 -1.60772
H -1.51682 -1.63658 2.77994
H -0.67824 -2.44487 1.46507
H 1.21128 -1.60479 3.82591
H -2.01195 -1.53892 -3.18530
H 1.43336 3.56928 -0.08755
H -0.37777 -0.82650 1.99382
H 0.86047 -3.27216 3.23433
C -0.67340 0.92569 0.02187
H 1.62356 0.90378 1.61035
C -0.57962 -1.76945 2.40574
H -0.26177 -2.48615 4.37551
H 2.05385 0.54568 -1.82403
H 1.54905 3.40315 1.54757
C 0.07483 -0.26305 -2.23624
H -2.65966 0.38213 -0.20341
H -0.97001 1.48737 0.95059
C 0.40676 -2.26811 3.49628
H 0.49899 -1.00668 -3.00608
*
```

=====

Version 2
Formula: C10H16O
Source: OMol25
Level of theory: ωB97M-V/def2-TZVPD

HOMO (spin up / spin down)	-14.000 / -14.074	eV
LUMO energy (spin up / spin down)	-3.8 / -7.5	eV

```
! RIJCOSX wB97M-V def2-TZVPD def2/J DEFGRID3
* xyz 1 2
H 0.17003 0.79611 3.07109
H 0.15842 0.79538 0.31969
C 0.48155 -0.07308 -2.86913
C -1.88621 0.20820 -2.37031
H 2.17864 -0.12301 -3.63980
C -0.89837 -0.22167 -3.20108
C 0.90628 0.24282 -1.54699
H 1.54069 -1.87875 2.85789
H 1.92052 0.03786 -1.23597
C -0.11466 0.54739 -0.69162
H -2.92270 0.12574 -2.66156
O 1.30611 -0.52478 -3.79801
C 1.06495 -1.08120 2.31286
H 2.59347 0.45253 2.54056
H -1.04671 -0.43114 2.72652
C 2.22216 -0.23657 1.77831
H 0.60834 -1.60342 1.46778
C -0.02209 -0.27284 3.01551
H -2.48128 2.10934 0.04638
H -2.25176 0.63847 0.93292
C -1.48440 0.56487 -1.05875
H 3.05432 -0.92206 1.60498
C -2.47411 1.01713 -0.06873
H -1.11686 -0.63308 -4.18078
H -3.50683 0.76028 -0.27397
H -0.06715 -0.63726 4.04512
H 2.06766 0.34273 0.87709
*
```

=====

Stability ranking, top entry: version 2; the second entry is 0.0729 hartree less favorable.